[1]
This record from the Open Molecules 2025 dataset describes 2 unconnected molecules or ions with the total composition C26H21BCl2F3N2O5 in a non-equilibrium geometry. The level of theory is ωB97M-V/def2-TZVPD.

Summary:
Lowest unoccupied orbital energy in eV: -1.48
Energy above the lowest of the compared OMol25 structures with the same formula, charge and spin in kJ/mol: 0.0
E_HOMO in eV: -4.293

The geometry in ORCA input format:
```
! wB97M-V def2-TZVPD RIJCOSX def2/J DEFGRID3
* xyz -1 1
N -3.922 4.093 0.806
C -3.529 3.442 1.684
C -3.045 2.650 2.720
C -1.955 3.025 3.455
C -1.289 4.218 3.196
N -0.747 5.222 2.967
C -1.464 2.171 4.538
O -0.495 2.484 5.207
C -2.155 0.935 4.804
Cl -1.573 -0.059 6.076
C -3.233 0.559 4.069
Cl -4.045 -0.916 4.399
C -3.722 1.381 2.990
O -4.670 1.015 2.318
C 3.181 -1.120 -5.919
C 2.116 -0.171 -5.522
C 1.492 0.762 -6.327
C 0.561 1.422 -5.530
C 0.649 0.877 -4.276
B -0.127 1.170 -2.904
C 0.684 2.275 -2.078
C 0.380 3.605 -2.241
C 1.068 4.559 -1.523
C 2.057 4.174 -0.643
C 2.815 5.224 0.150
F 3.204 4.683 1.324
F 3.892 5.605 -0.569
F 2.000 6.278 0.367
C 2.373 2.839 -0.498
C 1.684 1.888 -1.220
O -1.518 1.660 -3.187
C -2.345 0.861 -2.332
C -2.393 1.544 -0.966
C -3.756 0.732 -2.908
C -1.560 -0.521 -2.236
C -1.950 -1.378 -1.030
C -1.721 -1.330 -3.525
O -0.195 -0.110 -2.126
O 1.596 -0.097 -4.258
H 3.448 -1.010 -6.971
H 4.077 -0.957 -5.320
H 2.855 -2.148 -5.755
H 1.696 0.941 -7.370
H -0.104 2.213 -5.831
H -0.398 3.890 -2.928
H 0.848 5.609 -1.624
H 3.158 2.568 0.189
H 1.920 0.842 -1.122
H -3.033 1.013 -0.265
H -1.391 1.602 -0.549
H -2.768 2.560 -1.072
H -4.377 0.093 -2.282
H -4.224 1.713 -2.967
H -3.728 0.321 -3.914
H -3.002 -1.655 -1.063
H -1.357 -2.291 -1.020
H -1.751 -0.852 -0.100
H -2.737 -1.701 -3.640
H -1.473 -0.715 -4.386
H -1.047 -2.183 -3.519
*
```



[2]
This record from the Open Molecules 2025 dataset describes a molecular structure, C26H21BF7LiN5O5S2Sb. The level of theory is ωB97M-V/def2-TZVPD.

Summary:
Lowest unoccupied orbital energy (alpha / beta) in eV: 1.82 / 1.82
Energy above the lowest of the compared OMol25 structures with the same formula, charge and spin in kJ/mol: 283.3
<S²>: 0.777
E_HOMO (alpha / beta) in eV: -1.449 / -4.585

The geometry in ORCA input format:
```
! wB97M-V def2-TZVPD RIJCOSX def2/J DEFGRID3
* xyz -1 2
Li -0.080 -0.946 -0.452
N -1.489 -2.515 1.858
C -0.359 -3.124 1.467
N 0.594 -2.501 0.822
C 1.690 -3.316 0.651
C 1.596 -4.574 1.124
S 0.040 -4.782 1.862
C 2.842 -2.592 0.082
C 3.782 -2.005 0.827
S 4.541 -0.691 -0.006
C 3.534 -0.958 -1.365
N 2.781 -2.071 -1.231
N 3.623 -0.194 -2.453
H -1.591 -1.550 1.495
H -2.332 -3.061 1.910
H 2.315 -5.372 1.066
H 3.932 -2.154 1.882
H 3.784 0.779 -2.201
H 2.862 -0.310 -3.109
C 1.535 5.753 1.732
C 0.562 5.003 2.633
C -0.614 5.902 2.994
C -1.547 5.197 3.960
C -1.935 3.847 3.423
C -3.149 3.260 3.856
C -3.510 2.044 3.320
F -4.693 1.496 3.721
C -2.752 1.364 2.401
C -1.518 1.924 1.969
C -0.708 1.203 1.053
O -1.105 0.040 0.639
C 0.543 1.844 0.654
C 0.852 3.060 1.166
N 0.060 3.772 2.022
C -1.143 3.198 2.497
C 1.559 1.287 -0.313
O 2.615 1.920 -0.549
O 1.304 0.166 -0.856
H 1.738 6.729 2.176
H 1.099 5.906 0.744
H 2.488 5.242 1.611
H 1.082 4.743 3.569
H -1.149 6.157 2.073
H -0.229 6.829 3.424
H -2.446 5.797 4.128
H -1.054 5.099 4.936
H -3.790 3.762 4.569
H -3.089 0.431 1.974
H 1.781 3.511 0.860
F -0.923 -1.619 -1.906
Sb -2.809 -2.159 -1.810
F -2.112 -3.753 -1.042
F -4.557 -2.834 -2.061
F -3.342 -1.679 -0.069
F -3.215 -0.437 -2.427
F -2.468 -2.800 -3.561
O 1.270 -3.813 -2.165
B 1.925 -2.620 -2.280
O 1.811 -2.038 -3.523
C 0.989 -2.916 -4.220
C 0.531 -2.814 -5.509
C -0.280 -3.856 -5.953
C -0.607 -4.927 -5.128
C -0.141 -5.008 -3.819
C 0.665 -3.980 -3.399
H 0.773 -1.965 -6.131
H -0.682 -3.818 -6.957
H -1.263 -5.701 -5.502
H -0.418 -5.812 -3.153
*
```



[3]
This record from the Open Molecules 2025 dataset describes a molecular structure, C26H21Br2IrN6O6S2 in a non-equilibrium geometry. The level of theory is ωB97M-V/def2-TZVPD.

Summary:
Lowest unoccupied orbital energy (alpha / beta) in eV: -4.37 / -4.39
Energy above the lowest of the compared OMol25 structures with the same formula, charge and spin in kJ/mol: 272.4
<S²>: 0.763
E_HOMO (alpha / beta) in eV: -11.361 / -11.360

The geometry in ORCA input format:
```
! wB97M-V def2-TZVPD RIJCOSX def2/J DEFGRID3
* xyz 1 2
Ir 0.707 -0.347 0.101
C 4.022 2.325 3.285
S 2.273 2.556 3.689
C 1.412 1.532 2.577
S 2.302 0.514 1.457
N 0.134 1.547 2.730
N -0.492 0.727 1.828
C -1.743 0.571 1.932
C -2.397 -0.185 0.861
C -3.751 -0.445 0.861
C -4.305 -1.102 -0.232
C -3.490 -1.437 -1.296
C -2.136 -1.144 -1.224
N -1.599 -0.555 -0.156
H 4.567 2.551 4.198
H 4.322 3.014 2.499
H 4.240 1.302 2.997
H -2.317 1.028 2.734
H -4.359 -0.132 1.700
H -5.362 -1.334 -0.250
H -3.884 -1.925 -2.176
H -1.457 -1.383 -2.031
C 0.678 -1.379 4.133
C 0.093 -2.159 3.013
N 0.291 -2.004 1.710
C -0.384 -3.025 1.087
C -1.017 -3.794 2.007
N -0.709 -3.225 3.211
C -1.962 -4.947 1.972
O -2.233 -5.459 0.789
O -2.432 -5.336 3.009
C -0.274 -3.141 -0.364
O -0.827 -4.027 -0.995
O 0.483 -2.218 -0.884
H 1.238 -0.535 3.758
H 1.357 -2.013 4.706
H -0.100 -1.022 4.810
H -1.033 -3.609 4.089
H -1.724 -5.008 0.068
Br 5.721 0.012 -4.252
C 4.364 -0.141 -2.983
C 3.889 -1.385 -2.611
C 2.881 -1.465 -1.673
N 2.360 -0.369 -1.097
C 2.825 0.843 -1.467
C 3.819 0.993 -2.402
H 4.288 -2.291 -3.044
H 2.481 -2.415 -1.373
H 2.369 1.701 -1.001
H 4.159 1.982 -2.674
Br -1.081 4.269 -6.080
C -1.319 3.997 -4.230
C -2.159 4.838 -3.516
C -2.327 4.639 -2.153
C -1.649 3.617 -1.506
C -0.821 2.777 -2.239
C -0.657 2.954 -3.608
C -0.137 1.641 -1.572
O 0.054 0.557 -2.141
O 0.248 1.784 -0.349
H -2.675 5.643 -4.022
H -2.985 5.291 -1.594
H -1.757 3.468 -0.440
H -0.025 2.283 -4.174
*
```



[4]
This record from the Open Molecules 2025 dataset describes a molecular structure, C26H21BrFeN9O3S3. The level of theory is ωB97M-V/def2-TZVPD.

Summary:
Lowest unoccupied orbital energy (alpha / beta) in eV: -1.08 / -1.07
Energy above the lowest of the compared OMol25 structures with the same formula, charge and spin in kJ/mol: 607.2
<S²>: 0.758
E_HOMO (alpha / beta) in eV: -7.288 / -7.288

The geometry in ORCA input format:
```
! wB97M-V def2-TZVPD RIJCOSX def2/J DEFGRID3
* xyz 0 2
Fe -0.104 -0.265 0.065
S -1.205 -1.256 -1.708
C -2.845 -1.183 -0.921
N -3.722 -1.940 -1.468
N -4.961 -1.950 -0.792
C -5.848 -0.857 -0.944
C -5.475 0.363 -1.502
C -6.392 1.405 -1.572
C -7.685 1.253 -1.100
C -8.063 0.030 -0.555
C -7.157 -1.011 -0.476
N -3.007 -0.297 0.050
N -1.878 0.108 0.672
C -2.028 0.955 1.643
C -0.811 1.218 2.456
C -0.871 2.464 3.277
C -2.037 3.071 3.502
C -3.266 2.587 2.889
C -3.273 1.576 2.004
H -5.424 -2.810 -1.045
H -4.479 0.497 -1.891
H -6.084 2.346 -2.013
H -8.392 2.071 -1.159
H -9.072 -0.114 -0.188
H -7.453 -1.959 -0.038
H -0.705 0.367 3.140
H 0.047 2.789 3.752
H -2.086 3.930 4.158
H -4.195 3.093 3.125
H -4.169 1.255 1.491
Br -0.959 -3.391 -1.948
C 2.088 -3.158 -2.540
C 3.158 -3.625 -3.288
C 4.240 -2.766 -3.378
C 4.191 -1.535 -2.731
C 3.053 -1.204 -2.019
N 2.000 -2.031 -1.941
C 3.032 0.098 -1.300
O 3.954 0.861 -1.327
O 1.908 0.399 -0.582
H 3.148 -4.594 -3.767
H 5.121 -3.048 -3.942
H 5.015 -0.837 -2.764
S 0.797 -2.126 1.043
C -0.149 -2.753 2.284
N 0.380 -3.583 3.159
C -0.451 -4.079 4.241
C -1.670 -3.161 4.281
S -1.822 -2.449 2.611
H 1.375 -3.747 3.141
H 0.106 -4.023 5.174
H -0.727 -5.117 4.049
H -1.528 -2.343 4.985
H -2.582 -3.699 4.521
N 2.237 2.365 1.277
C 1.599 1.523 2.013
O 0.305 1.176 1.534
C 2.098 0.882 3.162
C 1.450 -0.173 3.836
N 0.953 -1.042 4.417
C 3.325 1.348 3.712
N 4.323 1.706 4.162
H 2.201 1.218 -0.057
H 1.585 2.866 0.677
*
```



[5]
This record from the Open Molecules 2025 dataset describes a molecular structure, C26H21BrHfO5PS. The level of theory is ωB97M-V/def2-TZVPD.

Summary:
Lowest unoccupied orbital energy in eV: -3.32
E_HOMO in eV: -11.292

The geometry in ORCA input format:
```
! wB97M-V def2-TZVPD RIJCOSX def2/J DEFGRID3
* xyz 1 1
Hf -1.527 0.244 1.097
O -1.278 1.998 -0.107
C -1.722 1.326 -1.103
O -2.642 0.498 -0.851
C -0.912 1.334 -2.344
C -1.451 1.627 -3.581
C -0.632 1.607 -4.705
C 0.700 1.260 -4.575
C 1.230 0.927 -3.332
C 0.444 0.979 -2.188
P 1.024 0.205 -0.614
C 2.772 -0.202 -0.853
C 3.734 0.788 -1.056
C 5.064 0.434 -1.196
C 5.442 -0.903 -1.129
C 4.490 -1.888 -0.926
C 3.153 -1.539 -0.788
C 1.143 1.496 0.690
C 0.791 1.043 1.971
C 0.641 1.935 3.041
C 0.856 3.283 2.828
C 1.242 3.732 1.565
C 1.375 2.855 0.503
H -2.500 1.880 -3.664
H -1.042 1.850 -5.675
H 1.338 1.228 -5.448
H 2.264 0.614 -3.266
H 3.450 1.831 -1.108
H 5.810 1.202 -1.355
H 6.484 -1.172 -1.235
H 4.784 -2.928 -0.874
H 2.406 -2.308 -0.632
H 0.767 -0.033 2.186
H 0.366 1.565 4.020
H 0.735 3.986 3.640
H 1.415 4.788 1.406
H 1.602 3.235 -0.485
C -4.261 -0.560 3.815
S -2.931 0.537 3.505
O -3.172 1.156 2.146
O -2.759 1.446 4.577
O -1.717 -0.314 3.183
H -5.144 0.049 3.995
H -4.008 -1.134 4.705
H -4.395 -1.207 2.951
Br -2.667 -6.352 -0.587
C -2.326 -4.553 -0.137
C -2.043 -3.638 -1.143
C -1.803 -2.319 -0.808
C -1.821 -1.865 0.524
C -2.104 -2.831 1.505
C -2.358 -4.161 1.189
H -2.020 -3.959 -2.175
H -1.601 -1.628 -1.618
H -2.111 -2.562 2.554
H -2.572 -4.883 1.964
*
```



[6]
This record from the Open Molecules 2025 dataset describes a molecular structure, C26H21Cl2IrN7O2S3 in a non-equilibrium geometry. The level of theory is ωB97M-V/def2-TZVPD.

Summary:
Lowest unoccupied orbital energy (alpha / beta) in eV: -2.60 / -4.80
Energy above the lowest of the compared OMol25 structures with the same formula, charge and spin in kJ/mol: 95.8
<S²>: 6.015
E_HOMO (alpha / beta) in eV: -10.068 / -10.139

The geometry in ORCA input format:
```
! wB97M-V def2-TZVPD RIJCOSX def2/J DEFGRID3
* xyz 1 5
Ir 1.238 0.369 0.418
C 3.209 -0.689 2.780
N 3.387 0.343 1.763
C 4.544 0.130 0.884
C 4.231 1.025 -0.323
N 2.952 1.266 -0.708
C 3.059 2.018 -1.869
C 2.123 2.571 -2.750
C 2.557 3.324 -3.853
C 3.894 3.492 -4.079
C 4.923 2.970 -3.266
C 4.456 2.212 -2.204
N 5.136 1.621 -1.166
C 1.750 -0.666 3.223
N 0.788 -0.159 2.473
C -0.396 -0.396 3.195
C -1.732 0.058 3.037
C -2.569 -0.301 4.034
C -2.226 -1.016 5.134
C -0.956 -1.445 5.388
C -0.085 -1.144 4.334
N 1.278 -1.266 4.286
H 3.828 -0.540 3.702
H 3.511 -1.594 2.356
H 3.440 1.330 2.113
H 4.597 -0.815 0.547
H 5.517 0.284 1.351
H 1.090 2.410 -2.477
H 1.731 3.723 -4.448
H 4.181 3.982 -5.042
H 6.016 3.110 -3.468
H 6.096 1.663 -0.892
H -2.108 0.660 2.180
H -3.642 -0.005 3.980
H -2.845 -1.220 5.954
H -0.591 -1.963 6.294
H 1.809 -1.731 4.963
Cl -1.255 4.522 -0.910
C -1.939 3.090 -0.064
Cl -2.385 3.529 1.597
C -0.911 1.939 -0.084
O -1.333 0.812 0.221
O 0.253 2.143 -0.494
H -2.941 2.823 -0.559
S -4.425 -2.903 0.950
C -2.999 -2.699 0.173
S -1.510 -2.782 1.157
C -0.616 -2.204 -0.317
N -1.371 -1.992 -1.270
N -2.639 -2.447 -1.100
C -3.602 -2.354 -2.251
C -4.667 -1.396 -2.108
C -5.568 -1.424 -3.089
C -5.366 -2.254 -4.197
C -4.344 -3.224 -4.245
C -3.420 -3.256 -3.272
S 1.093 -1.785 -0.276
H -4.825 -0.739 -1.294
H -6.433 -0.795 -3.105
H -5.997 -2.201 -5.094
H -4.365 -4.017 -4.952
H -2.623 -3.998 -3.261
*
```



[7]
This record from the Open Molecules 2025 dataset describes a molecular structure, C26H21Cl5CrN4O3 in a non-equilibrium geometry. The level of theory is ωB97M-V/def2-TZVPD.

Summary:
Lowest unoccupied orbital energy (alpha / beta) in eV: 0.14 / -1.94
Energy above the lowest of the compared OMol25 structures with the same formula, charge and spin in kJ/mol: 43.5
<S²>: 6.058
E_HOMO (alpha / beta) in eV: -7.651 / -7.714

The geometry in ORCA input format:
```
! wB97M-V def2-TZVPD RIJCOSX def2/J DEFGRID3
* xyz 0 5
Cr -0.206 0.185 -0.641
C 0.688 -1.980 1.560
N -0.446 -1.127 1.125
C -1.521 -2.030 0.668
C -2.619 -1.237 0.026
C -3.936 -1.743 -0.009
C -4.937 -0.963 -0.609
C -4.572 0.128 -1.323
C -3.127 0.456 -1.555
N -2.258 -0.115 -0.531
C -0.936 -0.293 2.256
C -0.765 1.182 2.043
C -1.078 2.058 3.068
C -0.885 3.412 2.879
C -0.371 3.848 1.671
C -0.104 2.919 0.686
N -0.315 1.604 0.857
C 1.910 -1.239 2.034
C 3.123 -1.920 2.056
C 4.249 -1.247 2.484
C 4.135 0.082 2.873
C 2.885 0.668 2.828
N 1.787 0.023 2.425
H 0.971 -2.578 0.698
H 0.345 -2.641 2.367
H -1.896 -2.646 1.490
H -1.105 -2.680 -0.105
H -4.165 -2.678 0.485
H -5.979 -1.235 -0.499
H -5.314 0.753 -1.794
H -2.971 1.536 -1.579
H -0.400 -0.569 3.161
H -1.995 -0.495 2.431
H -1.452 1.667 4.006
H -1.122 4.115 3.669
H -0.181 4.895 1.477
H 0.288 3.208 -0.276
H 3.179 -2.942 1.701
H 5.212 -1.743 2.495
H 4.996 0.648 3.204
H 2.749 1.705 3.116
Cl -3.897 0.098 -6.749
C -3.032 -0.343 -5.321
C -3.321 0.245 -4.097
Cl -4.478 1.550 -4.068
C -2.650 -0.106 -2.929
Cl -0.283 1.831 -2.223
C -1.506 -0.942 -3.014
O -0.633 -1.139 -2.052
C -1.260 -1.572 -4.251
Cl 0.075 -2.660 -4.323
C -2.016 -1.295 -5.378
Cl -1.666 -2.084 -6.870
C 3.772 -0.565 -1.844
C 2.441 -0.888 -1.205
O 2.099 -2.057 -1.077
O 1.755 0.162 -0.836
H 4.568 -1.018 -1.251
H 3.929 0.508 -1.924
H 3.797 -1.019 -2.835
*
```



[8]
This record from the Open Molecules 2025 dataset describes a molecular structure, C26H21ClNO3Sn in a non-equilibrium geometry. The level of theory is ωB97M-V/def2-TZVPD.

Summary:
Lowest unoccupied orbital energy in eV: -3.02
E_HOMO in eV: -11.277

The geometry in ORCA input format:
```
! wB97M-V def2-TZVPD RIJCOSX def2/J DEFGRID3
* xyz 1 1
Sn -0.023 0.405 -0.859
N -1.033 -1.253 -2.148
C -0.195 -2.373 -2.494
C -0.647 -3.657 -2.227
C 0.136 -4.755 -2.536
C 1.380 -4.567 -3.117
C 1.833 -3.283 -3.368
C 1.058 -2.162 -3.068
C 1.658 -0.815 -3.269
C 2.485 -0.556 -4.368
C 3.263 0.590 -4.430
C 3.256 1.506 -3.385
C 2.409 1.299 -2.301
C 1.606 0.169 -2.293
H -1.918 -1.591 -1.789
H -1.229 -0.681 -2.968
H -1.621 -3.798 -1.770
H -0.228 -5.753 -2.327
H 2.001 -5.418 -3.364
H 2.822 -3.137 -3.783
H 2.517 -1.279 -5.175
H 3.906 0.757 -5.284
H 3.893 2.381 -3.415
H 2.393 2.004 -1.477
Cl -3.404 0.770 -1.094
C -3.184 1.923 0.176
C -4.229 2.129 1.058
C -4.080 3.052 2.079
C -2.881 3.729 2.228
C -1.835 3.495 1.353
C -1.965 2.612 0.276
C -0.850 2.502 -0.696
H -5.156 1.583 0.943
H -4.904 3.242 2.754
H -2.766 4.454 3.023
H -0.896 4.020 1.478
H 0.007 3.103 -0.407
H -1.133 2.688 -1.731
O 2.691 -0.048 3.213
C 1.517 -0.150 3.872
C 1.471 -0.307 5.255
C 0.261 -0.430 5.911
C -0.933 -0.398 5.200
C -0.898 -0.267 3.828
C 0.315 -0.137 3.147
C 0.287 0.013 1.679
O 1.195 0.599 1.034
O -0.729 -0.442 1.035
H 3.423 -0.133 3.832
H 2.401 -0.340 5.813
H 0.251 -0.561 6.986
H -1.882 -0.486 5.713
H -1.815 -0.251 3.252
*
```